Entry 1:
10
Properties=species:S:1:pos:R:3:mulliken_charge:R:1 method="wB97M-V/def2-TZVPD" orbital_gap_ev=8.8 e_above_lowest_kj_mol=330.18
C 0.9533 -0.5445 -0.1305 -1.06
C -0.3965 -0.0144 0.0979 0.16
O -1.2944 -0.9585 0.1610 -0.31
O -0.6968 1.1150 -0.6348 -0.47
H 1.4338 -1.1365 0.5948 0.32
H 0.8267 -1.0330 -1.1220 0.29
H 1.4715 0.3777 -0.1338 0.32
H -0.1935 0.8825 1.8054 0.07
H -2.1304 -0.4860 -0.0958 0.32
H 0.0264 1.7977 -0.5422 0.36


Entry 2:
10
Properties=species:S:1:pos:R:3:mulliken_charge:R:1 method="wB97M-V/def2-TZVPD" multiplicity=2 total_charge=+1 orbital_gap_ev="9.3 / 5.4" s2=0.7598 e_above_lowest_kj_mol=273.01
C 1.0515 0.4822 0.8178 -0.52
O 1.0475 -0.9141 0.2504 -0.46
H 2.0623 0.9845 1.0200 0.33
H 0.4035 0.5549 1.7541 0.31
H 0.6477 1.1894 0.0583 0.21
H 1.8831 -1.3157 0.5429 0.34
O -1.5635 0.1305 -0.0419 0.01
C -0.9425 0.2534 -1.0996 0.03
H -0.4622 -0.6349 -1.4640 0.38
H -1.0606 1.0773 -1.8888 0.38


Entry 3:
10
Properties=species:S:1:pos:R:3:mulliken_charge:R:1 method="wB97M-V/def2-TZVPD" multiplicity=2 total_charge=+1 orbital_gap_ev="8.2 / 4.3" s2=0.7556 e_above_lowest_kj_mol=68.73
C -0.8319 -2.1295 -1.5356 -0.52
C -1.0779 -2.2086 -0.1802 0.42
O -0.5958 -1.2938 0.5965 -0.28
H -1.2053 -2.8800 -2.2167 0.30
H -0.3114 -1.2994 -1.9993 0.31
H -1.6712 -2.9970 0.2661 0.34
H -0.5266 -1.6359 1.5070 0.43
H 1.7485 4.2961 1.6971 0.30
H 2.0787 5.2676 0.5248 0.32
O 2.3930 4.8806 1.3403 -0.63


Entry 4:
11
Properties=species:S:1:pos:R:3:mulliken_charge:R:1 method="wB97M-V/def2-TZVPD" multiplicity=6 total_charge=+2 orbital_gap_ev="10.2 / 7.1" s2=8.7748 e_above_lowest_kj_mol=311.51
O -0.8553 0.2288 2.4818 -0.39
Rh -1.0795 -1.6081 1.5111 1.47
C -0.0164 0.4498 -0.2886 0.14
C 1.0381 -0.2257 -1.1106 -0.97
H 0.1061 0.8363 1.0844 0.40
H -0.3851 1.3952 -0.7094 0.35
H 1.4383 -1.1140 -0.6014 0.33
H 0.6527 -0.5204 -2.0967 0.36
H 1.8711 0.4725 -1.2903 0.37
O -1.1348 -0.3546 0.1054 -0.71
H -1.6352 0.4403 0.9144 0.66


Entry 5:
11
Properties=species:S:1:pos:R:3:mulliken_charge:R:1 method="wB97M-V/def2-TZVPD" orbital_gap_ev=9.4 e_above_lowest_kj_mol=214.92 smiles="C=O.CSO"
C 1.9812 -0.1702 0.6845 -0.09
O 2.1050 0.1018 -0.4605 -0.47
H 1.5915 -1.1690 1.1353 0.24
H 2.2120 0.4918 1.6228 0.25
C -1.1907 -0.2116 -0.4425 -0.68
S -0.6231 1.1869 0.6283 0.02
O 0.0820 2.0726 -0.5490 -0.48
H -0.5824 0.0412 -1.2822 0.29
H -2.2587 -0.0800 -0.4372 0.27
H -0.9716 -1.0928 0.1285 0.25
H 1.1090 1.8527 -0.5375 0.38


Entry 6:
11
Properties=species:S:1:pos:R:3:mulliken_charge:R:1 method="wB97M-V/def2-TZVPD" multiplicity=2 total_charge=+1 orbital_gap_ev="10.4 / 5.3" s2=0.7532 e_above_lowest_kj_mol=70.83
C 1.1480 1.1905 -0.3738 -0.77
S 0.1041 1.4712 1.0353 0.30
H 1.5473 0.1817 -0.4125 0.37
H 0.6431 1.4113 -1.3190 0.37
H 1.9534 1.9332 -0.2510 0.38
H 0.6579 0.4278 1.6565 0.31
O -0.2688 -1.5262 -1.2690 -0.41
C -1.0806 -1.1982 -0.4585 0.07
O -1.0494 -1.8304 0.7469 -0.40
H -2.0338 -0.7069 -0.7192 0.41
H -1.6211 -1.3540 1.3642 0.36


Entry 7:
11
Properties=species:S:1:pos:R:3:mulliken_charge:R:1 method="wB97M-V/def2-TZVPD" total_charge=+2 orbital_gap_ev=7.6 e_above_lowest_kj_mol=88.37
Sn -1.3098 -2.5536 0.6367 1.65
C -0.0389 0.8982 0.4195 -0.24
C 0.6973 0.0996 -0.5999 -0.49
O -0.2550 -0.7208 -1.2794 -0.53
O -0.5763 -0.0583 1.3427 -0.50
H -0.7841 1.5348 -0.0671 0.33
H 0.5132 1.6312 1.0118 0.35
H 1.4651 -0.5602 -0.1872 0.33
H 1.2627 0.6609 -1.3457 0.40
H 0.1348 -1.2619 -1.9795 0.37
H -1.1089 0.3302 2.0482 0.33


Entry 8:
11
Properties=species:S:1:pos:R:3:mulliken_charge:R:1 method="wB97M-V/def2-TZVPD" orbital_gap_ev=11.5 e_above_lowest_kj_mol=184.57 smiles="O=CO.CO"
O 1.2977 -2.3505 0.2784 -0.45
C 0.1179 -2.3879 0.4150 0.20
O -0.5356 -1.1707 0.5032 -0.47
H -0.4962 -3.2354 0.8349 0.30
H -0.0359 -0.4580 0.0081 0.38
C 0.1179 1.8796 -0.0908 -0.64
O 0.2291 1.0755 -1.2687 -0.55
H -0.4064 2.8185 -0.2358 0.29
H -0.6180 1.3167 0.5547 0.25
H 1.0619 1.7281 0.4483 0.34
H -0.7323 0.7841 -1.4472 0.35


Entry 9:
11
Properties=species:S:1:pos:R:3:mulliken_charge:R:1 method="wB97M-V/def2-TZVPD" orbital_gap_ev=10.5 e_above_lowest_kj_mol=112.52 smiles="O=CO.CO"
O 2.6332 0.2484 0.6772 -0.47
C 1.4517 0.2199 0.4908 0.24
O 0.8567 0.6081 -0.6366 -0.47
H 0.7682 -0.2218 1.2366 0.27
H -0.0928 0.3911 -0.6156 0.43
C -2.2910 -1.0277 -0.5368 -0.52
O -1.7332 0.1217 0.1196 -0.57
H -3.1089 -0.6969 -1.1845 0.27
H -2.7116 -1.7678 0.1436 0.27
H -1.5183 -1.4482 -1.1748 0.26
H -2.4143 0.4244 0.7374 0.30


Entry 10:
13
Properties=species:S:1:pos:R:3:mulliken_charge:R:1 method="wB97M-V/def2-TZVPD" multiplicity=3 orbital_gap_ev="6.1 / 6.6" s2=2.0118 e_above_lowest_kj_mol=270.02
C 1.7182 -0.7554 -0.5274 -1.17
C 1.1886 0.5015 0.2694 -0.28
O -1.2525 -0.3288 -0.5657 -0.30
O -0.9938 1.9727 0.3668 -0.60
O -3.7616 -0.8138 -0.1580 -0.28
S -2.5153 -0.7243 0.4919 0.29
S -0.3527 1.0498 -0.5777 0.59
H 0.9514 -1.4737 -0.4462 0.38
H 2.0428 -0.5010 -1.5572 0.31
H 2.6452 -1.0696 -0.0887 0.36
H 2.0055 1.3353 0.3787 0.35
H 0.9733 0.0476 1.3618 0.20
H -2.6493 0.7596 1.0524 0.16


Entry 11:
14
Properties=species:S:1:pos:R:3:mulliken_charge:R:1 method="wB97M-V/def2-TZVPD" multiplicity=3 total_charge=-1 orbital_gap_ev="6.3 / 7.8" s2=2.0106 e_above_lowest_kj_mol=0.00
C 1.1594 -1.2100 -0.7730 -0.98
C -1.3092 -0.0107 1.2419 -0.88
O 1.5256 0.7684 1.3214 -0.69
O 2.0584 1.4522 -1.2456 -0.69
O -1.2521 2.3023 -0.2325 -0.63
O -1.6979 -0.4213 -1.5139 -0.49
P 1.4351 0.6300 -0.1640 0.93
S -0.8387 0.8900 -0.2657 0.51
H 2.0412 -1.3641 -1.3861 0.39
H 1.2600 -1.8819 0.1078 0.24
H 0.1709 -1.1508 -1.3599 0.34
H -2.3905 -0.1009 1.0694 0.36
H -0.9592 -1.0064 1.1491 0.31
H -0.9220 0.5421 2.0990 0.30


Entry 12:
14
Properties=species:S:1:pos:R:3:mulliken_charge:R:1 method="wB97M-V/def2-TZVPD" orbital_gap_ev="7.6 / 7.8" e_above_lowest_kj_mol=1011.21
C -0.9345 -0.9464 -0.8271 -1.23
C -0.4562 0.2493 -0.0130 1.22
O 0.2292 1.2414 -0.7242 -0.27
O 1.0901 0.6836 -1.7306 -0.34
O -1.3768 0.7921 0.7321 -0.55
H 1.9265 0.6064 -1.2513 0.35
H -0.0829 -1.4645 -1.2612 0.34
H -1.5756 -0.5693 -1.6218 0.36
H -1.5026 -1.6007 -0.1704 0.37
O 0.5042 -0.2999 1.0961 -0.26
O -0.3990 1.5110 2.1305 -0.28
O 1.7063 -0.8409 0.6139 -0.38
H 1.8253 -1.6160 1.1851 0.32
H -0.9540 2.2541 1.8420 0.35